1.
The following is a DFT calculation (the ωB97M-V functional and the def2-TZVPD basis) of an isolated molecule of C15H14N2O6S.

## Properties
SMILES: COC(=O)Nc1ccc(S(=O)(=O)Nc2ccc(C(=O)O)cc2)cc1
Gap between HOMO and LUMO (eV): 9.34
ΔE to the lowest compared entry with this formula, charge and spin (kJ/mol): 0.0

Positions of all 38 atoms, in Å:
C -6.4600 -0.9632 0.3996
H -7.2060 -1.3953 -0.2618
H -6.8690 -0.1007 0.9289
H -6.1228 -1.6994 1.1315
O -5.3805 -0.5656 -0.4357
C -4.3318 -0.0041 0.2013
O -4.2722 0.1691 1.3880
N -3.3824 0.3188 -0.7306
C -2.1341 0.8940 -0.5330
C -1.6861 1.2922 0.7279
C -0.4259 1.8419 0.8635
C 0.3815 1.9984 -0.2467
C -0.0553 1.6267 -1.5034
C -1.3132 1.0770 -1.6486
H -1.6637 0.7803 -2.6258
H 0.5950 1.7778 -2.3498
S 2.0462 2.6029 -0.0230
O 2.7031 2.6772 -1.2897
O 2.0690 3.7431 0.8404
N 2.7376 1.3682 0.9065
C 2.4974 0.0365 0.6264
C 2.3623 -0.9004 1.6528
C 2.0949 -2.2202 1.3606
C 1.9460 -2.6282 0.0361
C 2.1028 -1.6944 -0.9894
C 2.3829 -0.3778 -0.7024
H 2.5337 0.3456 -1.4861
H 2.0048 -2.0299 -2.0105
C 1.6263 -4.0218 -0.3175
O 1.4131 -4.4175 -1.4383
O 1.5811 -4.8492 0.7425
H 1.3696 -5.7465 0.4417
H 1.9864 -2.9424 2.1543
H 2.4684 -0.5815 2.6796
H 2.8004 1.6155 1.8821
H -0.0659 2.1630 1.8281
H -2.3258 1.1614 1.5844
H -3.6214 0.0757 -1.6828

=====

2.
The following is a DFT calculation (the ωB97M-V functional and the def2-TZVPD basis) of an isolated molecule of C15H14N2S.

## Properties
SMILES: Cc1ccc(N/C=C(/C#N)c2ccsc2)cc1C
Gap between HOMO and LUMO (eV): 7.87
ΔE to the lowest compared entry with this formula, charge and spin (kJ/mol): 880.8

Positions of all 32 atoms, in Å:
C 2.6192 -0.6015 5.3421
C 1.9973 -0.4317 3.8803
C 1.9015 0.7142 3.2227
C 1.3518 0.9449 2.1119
C 0.9731 -0.0326 1.4657
C 0.9118 -1.3960 2.2157
C 1.4313 -1.5156 3.5427
C 1.7420 -2.9776 3.9554
H 1.2253 -2.9961 4.9587
H 1.1616 -3.6593 3.3364
H 2.6583 -3.4413 4.1708
H 0.6501 -2.4544 1.6663
N 0.3361 0.1596 0.2516
C -0.2238 -1.0470 -0.6403
C -0.6645 -0.6804 -1.8395
C -1.1324 -1.7677 -2.5462
N -1.3236 -2.4774 -3.3541
C -1.2310 0.6651 -2.1928
C -1.1129 0.9267 -3.7340
S -1.7633 2.5434 -3.7844
C -1.8950 2.7860 -2.1665
C -1.7928 1.5442 -1.3159
H -1.9426 1.4679 -0.4054
H -2.5399 3.6386 -1.6974
H -0.5738 0.2574 -4.5634
H 0.0088 -1.9925 -0.4403
H 0.1657 1.1160 0.0062
H 1.2801 1.7286 1.6118
H 2.2810 1.6383 4.0176
H 3.4958 -1.2414 5.3066
H 3.0961 0.2570 5.6421
H 2.1521 -0.9958 6.0653

=====

3.
The following is a DFT calculation (the ωB97M-V functional and the def2-TZVPD basis) of an isolated molecule of C15H14N4.

## Properties
SMILES: CN1NC(c2ccccc2)=NN=C1c1ccccc1
Gap between HOMO and LUMO (eV): 6.85
ΔE to the lowest compared entry with this formula, charge and spin (kJ/mol): 327.1

Positions of all 33 atoms, in Å:
N 1.1667 0.9707 0.4847
N -0.1392 1.2613 0.7701
C 1.5328 -0.1410 -0.1242
C -1.1283 0.5234 0.3169
C 5.7284 -0.8658 -0.6942
C -5.1819 1.4338 1.5368
C 4.8112 -1.6032 -1.4434
C 5.2897 0.0468 0.2832
C -4.7115 0.1072 1.4952
C -4.2984 2.4895 1.2380
C 3.4164 -1.4106 -1.2165
C 3.9292 0.2578 0.4559
C -3.3877 -0.1546 1.1191
C -2.9452 2.2142 0.8465
C 2.9490 -0.4330 -0.3078
C -2.4839 0.8740 0.7856
N 0.5623 -0.9492 -0.6897
N -0.8245 -0.5851 -0.5281
C -1.7855 -1.1232 -1.5264
H 6.7939 -1.0317 -0.7743
H -6.1874 1.6614 1.8608
H 5.2006 -2.2866 -2.1903
H 6.0129 0.5740 0.8856
H -5.3900 -0.6924 1.6227
H -4.7229 3.5004 1.3187
H 2.7559 -2.0214 -1.8278
H 3.6049 0.9443 1.2373
H -3.0851 -1.1804 1.0496
H -2.1875 2.9887 0.6876
H 0.8307 -1.6790 -1.3371
H -2.7731 -0.7108 -1.3615
H -1.8337 -2.1907 -1.4494
H -1.5188 -0.7889 -2.5238

=====

4.
The following is a DFT calculation (the ωB97M-V functional and the def2-TZVPD basis) of a structure of composition C15H14N5NaO11S.

## Properties
Total charge: -2
Gap between HOMO and LUMO (alpha / beta) (eV): 6.97 / 3.90
ΔE to the lowest compared entry with this formula, charge and spin (kJ/mol): 95.0

Positions of all 47 atoms, in Å:
Na 0.1039 -0.2817 -0.3560
N -2.7029 -1.4768 1.9108
C -1.5018 -0.8601 2.0275
O -1.1201 -0.0512 1.1897
C -0.6076 -1.3521 3.1341
C 0.1775 -2.4181 2.4524
H -3.3073 -1.1715 1.1665
H -3.1207 -1.9355 2.6993
H -1.1879 -1.7449 3.9728
H 0.0484 -0.5471 3.4631
H -0.3650 -3.2795 2.1058
H 1.0009 -2.0920 1.8342
O 5.8925 -4.6987 -1.9026
N 6.0931 -3.5091 -1.6625
O 7.2224 -3.0404 -1.5288
C 4.9868 -2.6463 -1.5412
C 3.6890 -3.1540 -1.6099
C 2.6021 -2.2997 -1.4880
C 2.7499 -0.8571 -1.3716
O 1.7889 -0.0820 -1.4600
C 4.1231 -0.4103 -1.2104
C 5.1923 -1.2848 -1.3165
N 4.4057 0.9417 -0.9435
O 3.5062 1.7120 -0.6130
O 5.5841 1.3094 -1.0328
N 1.3278 -2.8509 -1.5040
O 1.1739 -4.0103 -1.9059
O 0.3625 -2.1794 -1.0822
H 3.5163 -4.2127 -1.7318
H 6.1981 -0.9027 -1.2256
N -0.4677 2.2873 -0.6365
C -1.7957 2.5840 -0.3753
C -2.8117 1.9665 -1.1043
C -4.1391 2.2053 -0.7931
C -4.4679 3.0655 0.2342
C -3.4749 3.6964 0.9504
C -2.1433 3.4654 0.6497
S -6.2006 3.4064 0.6127
O -6.9383 2.2230 0.1671
O -6.2522 3.6221 2.0601
O -6.5058 4.6101 -0.1663
H 0.2136 2.8949 -0.2132
H -0.2395 2.0362 -1.5849
H -2.5384 1.2805 -1.9016
H -4.9468 1.7308 -1.3304
H -3.7684 4.3647 1.7461
H -1.3553 3.9467 1.2157

=====

5.
The following is a DFT calculation (the ωB97M-V functional and the def2-TZVPD basis) of a structure of composition C15H14N6PdS3.

## Properties
Total charge: +2
Gap between HOMO and LUMO (eV): 5.83
ΔE to the lowest compared entry with this formula, charge and spin (kJ/mol): 184.1

Positions of all 39 atoms, in Å:
Pd -0.0381 -0.0695 0.2315
N -1.6396 0.7657 4.3106
C -1.2430 0.8048 3.0446
S 0.2015 -0.1009 2.6217
N -1.8904 1.5363 2.1942
N -1.4642 1.5548 0.9508
C -1.9456 2.2936 0.0314
C -1.2759 2.3082 -1.2597
C -1.6591 3.1425 -2.2908
C -0.8767 3.1854 -3.4398
C 0.2595 2.4009 -3.5109
C 0.5579 1.5587 -2.4473
N -0.2038 1.5096 -1.3555
H -1.1244 0.2471 5.0027
H -2.4022 1.3501 4.6176
H -2.7966 2.9345 0.2358
H -2.5394 3.7627 -2.1857
H -1.1521 3.8339 -4.2605
H 0.9125 2.4330 -4.3716
H 1.4235 0.9107 -2.4700
S 2.3487 -0.0032 0.1062
C 2.1236 -1.7285 0.1178
C 3.1121 -2.6898 0.0393
C 2.7083 -4.0134 -0.0052
C 1.3496 -4.3264 0.0358
C 0.4326 -3.3051 0.1371
N 0.8344 -2.0301 0.1835
H 4.1546 -2.4036 0.0054
H 3.4464 -4.8018 -0.0696
H 1.0060 -5.3496 0.0021
H -0.6305 -3.4972 0.1909
S -3.8273 -2.2248 -1.4610
C -3.5992 -2.4843 0.2125
C -2.5576 -1.7469 0.6624
N -1.9524 -0.9840 -0.3146
C -2.5239 -1.1469 -1.4813
H -4.2383 -3.1532 0.7668
H -2.1890 -1.7204 1.6767
H -2.2076 -0.6449 -2.3844

=====

6.
The following is a DFT calculation (the ωB97M-V functional and the def2-TZVPD basis) of a cluster of 2 separate species, C15H14O7S in total.

## Properties
Total charge: -2
Gap between HOMO and LUMO (eV): 3.81

Positions of all 37 atoms, in Å:
O 2.4188 -0.9559 1.2061
S 2.4541 -0.6135 -0.1916
O 1.4032 0.5204 -0.4109
O 1.6936 -1.8000 -1.0511
C 2.1580 -3.1047 -0.7009
C 1.0829 -4.1377 -0.9399
C -0.0775 -4.0270 0.0299
C -1.0175 -2.9253 -0.3273
C -1.4055 -2.7462 -1.5984
C -2.2053 -1.7370 -1.9276
C -2.6318 -0.8827 -1.0045
C -2.2707 -1.0697 0.2684
C -1.4767 -2.0846 0.5945
H 1.0258 0.7406 0.4606
H 2.9729 -3.3502 -1.3701
H 2.5114 -3.1460 0.3180
H 1.5387 -5.1165 -0.8844
H 0.7740 -4.0237 -1.9625
H -0.5970 -4.9606 0.1923
H 0.3579 -3.7521 0.9797
H -1.0701 -3.4052 -2.3677
H -2.4885 -1.6226 -2.9545
H -3.2493 -0.0740 -1.3069
H -2.6260 -0.3817 1.0039
H -1.2051 -2.1860 1.6267
C -0.1761 5.8522 1.8226
C 1.1782 5.7483 1.4715
C 1.5340 4.5347 0.5625
O 2.6855 4.3828 0.1289
C 0.4996 3.6042 0.2512
C -0.8467 3.7062 0.6193
C -1.2205 4.9741 1.4400
O -2.4047 5.1940 1.7515
O -1.7508 2.8871 0.3508
O 2.0920 6.5237 1.8110
H -0.4955 6.6836 2.4471
H 0.8351 2.7508 -0.3383

=====

E_tot, record by record: -1539.197954; -1087.292641; -798.904758; -2241.765449; -2230.384919; -1504.809447 Ha